# 1
C5H22AgB2NO2 as an isolated structure in a non-equilibrium geometry. Source: OMol25; level of theory: ωB97M-V with the def2-TZVPD basis set.

Output
Gap between HOMO and LUMO, hartree: 0.145
Energy above the lowest of the compared OMol25 structures with the same formula, charge and spin, kJ/mol: 0.0
Molar mass, g mol⁻¹: 257.7
Calculated total energy, hartree: -605.2709

Geometry as ORCA input:
```
! wB97M-V def2-TZVPD RIJCOSX def2/J DEFGRID3
* xyz -2 1
Ag -1.243 1.070 -0.279
B 0.292 2.131 -1.986
H 0.615 2.284 -0.968
H 1.018 2.537 -2.674
H 0.083 1.078 -2.097
H -0.696 2.532 -2.150
B -1.180 2.639 1.840
H -1.949 1.882 1.803
H -1.124 3.239 0.945
H -1.459 3.214 2.709
H -0.185 2.230 1.919
C -4.039 1.473 -1.459
O -3.838 1.455 -0.107
H -4.315 0.444 -1.688
H -4.879 2.066 -1.824
H -3.277 1.824 -2.155
C 0.734 -0.718 1.988
C 0.875 -0.758 0.482
C 2.130 -1.677 -0.019
O 2.145 -3.002 0.552
C 3.148 -3.841 -0.052
N -0.383 -1.280 -0.065
H 0.603 -1.738 2.350
H -0.143 -0.125 2.249
H 1.548 -0.472 2.669
H 1.049 0.263 0.144
H 3.067 -1.170 0.214
H 1.963 -1.581 -1.092
H 4.132 -3.373 -0.024
H 2.779 -3.947 -1.072
H 3.335 -4.810 0.411
H -0.722 -2.134 0.354
H -0.084 -1.733 -0.917
*
```

# 2
One molecule with the formula C21H24ClN3O2S. Source: OMol25; level of theory: ωB97M-V with the def2-TZVPD basis set.

Output
Gap between HOMO and LUMO, hartree: 0.318
Structure (SMILES): C=CCn1c(SCC(=O)NCCC2=CCCCC2)nc2ccc(Cl)cc2c1=O
Energy above the lowest of the compared OMol25 structures with the same formula, charge and spin, kJ/mol: 37.7
Molar mass, g mol⁻¹: 418.0
Calculated total energy, hartree: -1987.7954

Geometry as ORCA input:
```
! wB97M-V def2-TZVPD RIJCOSX def2/J DEFGRID3
* xyz 0 1
C 1.802 6.135 -1.349
C 2.402 5.237 -0.592
C 3.012 3.972 -1.117
N 2.468 2.806 -0.438
C 1.248 2.308 -0.771
N 0.668 1.311 -0.196
C 1.332 0.660 0.801
C 0.728 -0.438 1.427
C 1.392 -1.120 2.418
C 2.671 -0.715 2.808
C 3.284 0.367 2.217
C 2.615 1.062 1.209
C 3.239 2.220 0.575
O 4.326 2.673 0.863
H 4.268 0.696 2.511
Cl 3.484 -1.592 4.054
H 0.935 -1.969 2.902
H -0.261 -0.731 1.114
S 0.392 3.061 -2.096
C -0.893 1.802 -2.327
H -1.563 1.821 -1.470
C -0.230 0.439 -2.533
O 0.709 0.290 -3.282
N -0.819 -0.562 -1.857
H -1.508 -0.365 -1.148
C -0.306 -1.913 -1.880
H 0.225 -2.039 -2.826
H 0.411 -2.057 -1.062
C -1.457 -2.918 -1.761
C -2.146 -2.811 -0.426
C -3.237 -2.076 -0.255
C -3.967 -1.941 1.047
C -3.571 -3.049 2.018
C -2.052 -3.164 2.066
C -1.520 -3.589 0.699
H -1.733 -4.651 0.539
H -0.433 -3.474 0.664
H -1.632 -2.195 2.345
H -1.748 -3.891 2.822
H -3.994 -3.997 1.679
H -3.969 -2.836 3.012
H -3.740 -0.963 1.488
H -5.044 -1.965 0.864
H -3.665 -1.539 -1.093
H -2.169 -2.730 -2.567
H -1.051 -3.923 -1.886
H -1.420 2.098 -3.234
H 2.841 3.872 -2.192
H 4.087 3.968 -0.907
H 2.494 5.374 0.477
H 1.391 7.041 -0.936
H 1.705 6.002 -2.413
*
```

# 3
A 3-piece molecular cluster, CH10N3O2 overall in a non-equilibrium geometry. Source: OMol25; level of theory: ωB97M-V with the def2-TZVPD basis set.

Output
Gap between HOMO and LUMO (spin up / spin down), hartree: 0.369 / 0.151
Energy above the lowest of the compared OMol25 structures with the same formula, charge and spin, kJ/mol: 0.0
Molar mass, g mol⁻¹: 96.1
Calculated total energy, hartree: -358.1292

Geometry as ORCA input:
```
! wB97M-V def2-TZVPD RIJCOSX def2/J DEFGRID3
* xyz 2 2
N -0.883 -0.226 -1.470
C -0.670 -1.351 -0.843
N -0.182 -1.375 0.411
N -0.769 -2.564 -1.503
H -0.746 0.683 -1.007
H -1.407 -0.157 -2.349
H 0.356 -2.200 0.677
H -0.192 -0.389 0.845
H -1.240 -2.478 -2.415
H -0.891 -3.428 -0.973
H 0.780 1.601 1.124
H -0.553 1.404 1.901
O -0.099 1.163 1.057
H 1.846 3.453 2.156
H 2.712 3.058 0.938
O 1.938 2.808 1.451
*
```

# 4
A 2-piece molecular cluster, C8H12O2Se overall in a non-equilibrium geometry. Source: OMol25; level of theory: ωB97M-V with the def2-TZVPD basis set.

Output
Gap between HOMO and LUMO, hartree: 0.286
Energy above the lowest of the compared OMol25 structures with the same formula, charge and spin, kJ/mol: 144.6
Molar mass, g mol⁻¹: 219.1
Calculated total energy, hartree: -2863.8353

Geometry as ORCA input:
```
! wB97M-V def2-TZVPD RIJCOSX def2/J DEFGRID3
* xyz 0 1
C -0.382 -0.587 -0.590
C 1.703 1.548 -0.369
C 0.386 -1.891 -0.624
C 1.295 -1.871 0.583
C 0.925 -0.571 1.315
C 0.202 0.239 0.413
C 1.542 1.625 -1.849
C -2.671 0.904 0.881
O -1.231 -0.241 -1.417
O 2.649 1.667 0.311
Se -0.947 1.768 0.916
H -0.417 -2.694 -0.681
H 0.860 -1.964 -1.629
H 1.412 -2.838 1.238
H 2.315 -1.853 0.158
H 0.187 -0.821 2.135
H 1.749 -0.012 1.738
H 0.532 1.150 -1.997
H 2.410 1.144 -2.195
H 1.498 2.677 -2.147
H -2.859 0.596 -0.062
H -2.637 0.169 1.668
H -3.434 1.627 1.173
*
```

# 5
One molecule with the formula C2H5NO2 in a non-equilibrium geometry. Source: OMol25; level of theory: ωB97M-V with the def2-TZVPD basis set.

Output
Gap between HOMO and LUMO, hartree: 0.381
Structure (SMILES): NCC(=O)O
Energy above the lowest of the compared OMol25 structures with the same formula, charge and spin, kJ/mol: 64.2
Molar mass, g mol⁻¹: 75.1
Calculated total energy, hartree: -284.4429

Geometry as ORCA input:
```
! wB97M-V def2-TZVPD RIJCOSX def2/J DEFGRID3
* xyz 0 1
O 1.937 -0.756 0.357
C 0.931 -0.310 -0.107
O 0.948 0.470 -1.251
C -0.446 -0.471 0.479
N -1.344 0.687 0.348
H 1.475 -0.047 -1.875
H -0.922 -1.244 -0.119
H -0.357 -0.845 1.495
H -1.200 1.311 1.135
H -1.023 1.204 -0.463
*
```

# 6
C35H39GeINPPb as an isolated structure in a non-equilibrium geometry. Source: OMol25; level of theory: ωB97M-V with the def2-TZVPD basis set.

Output
Gap between HOMO and LUMO (spin up / spin down), hartree: 0.223 / 0.223
Molar mass, g mol⁻¹: 911.4
Calculated total energy, hartree: -4320.0321

Geometry as ORCA input:
```
! wB97M-V def2-TZVPD RIJCOSX def2/J DEFGRID3
* xyz 2 1
Pb -0.199 0.136 0.018
I 2.611 -1.462 0.758
C 3.542 -0.315 2.249
C 4.853 -0.055 1.984
C 5.700 0.429 3.002
C 5.217 0.532 4.266
C 3.854 0.273 4.557
C 3.420 0.333 5.901
C 2.119 0.112 6.230
C 1.182 -0.072 5.202
C 1.543 -0.131 3.876
P 0.052 -0.071 2.791
C -0.842 -1.615 3.152
C -0.120 -2.760 3.500
C -0.779 -3.959 3.743
C -2.163 -4.028 3.646
C -2.890 -2.900 3.282
C -2.233 -1.703 3.025
C -0.855 1.322 3.554
C -1.980 1.206 4.373
C -2.577 2.343 4.908
C -2.051 3.603 4.650
C -0.905 3.726 3.867
C -0.319 2.592 3.319
C 2.933 -0.066 3.519
H 5.264 -0.270 1.006
H 6.738 0.648 2.777
H 5.875 0.805 5.084
H 4.156 0.551 6.672
H 1.792 0.124 7.264
H 0.133 -0.137 5.475
H 0.958 -2.716 3.593
H -0.209 -4.841 4.019
H -2.677 -4.961 3.857
H -3.971 -2.951 3.203
H -2.809 -0.831 2.737
H -2.375 0.231 4.634
H -3.442 2.238 5.557
H -2.519 4.485 5.078
H -0.457 4.702 3.694
H 0.594 2.693 2.743
C -3.906 4.600 -0.358
N -3.588 3.134 -0.354
C -3.467 2.633 1.058
C -2.396 2.763 -1.242
C -1.062 3.242 -0.732
C -0.749 4.598 -0.868
C 0.495 5.100 -0.513
C 1.480 4.232 -0.062
C 1.199 2.876 0.048
C -0.068 2.376 -0.256
H -4.863 4.747 0.134
H -3.961 4.958 -1.382
H -3.130 5.125 0.186
H -4.381 2.661 -0.773
H -2.613 3.117 1.524
H -3.316 1.564 1.036
H -4.378 2.888 1.599
H -2.614 3.196 -2.214
H -2.408 1.683 -1.333
H -1.480 5.279 -1.299
H 0.702 6.161 -0.618
H 2.473 4.600 0.175
H 1.997 2.202 0.364
C -2.248 -3.135 -2.350
Ge -2.831 -1.313 -2.012
C -2.265 -0.091 -3.419
C -4.777 -1.290 -1.851
C -2.187 -0.711 -0.244
H -2.685 -3.463 -3.297
H -2.596 -3.797 -1.554
H -1.163 -3.201 -2.424
H -2.259 -0.640 -4.366
H -1.254 0.299 -3.257
H -2.958 0.748 -3.528
H -5.170 -1.755 -2.761
H -5.183 -0.278 -1.783
H -5.115 -1.875 -0.991
H -2.367 -1.537 0.461
*
```

# 7
One molecule with the formula C3H3ClS in a non-equilibrium geometry. Source: OMol25; level of theory: ωB97M-V with the def2-TZVPD basis set.

Output
Gap between HOMO and LUMO, hartree: 0.365
Structure (SMILES): C#CSCCl
Energy above the lowest of the compared OMol25 structures with the same formula, charge and spin, kJ/mol: 222.8
Molar mass, g mol⁻¹: 106.6
Calculated total energy, hartree: -974.3588

Geometry as ORCA input:
```
! wB97M-V def2-TZVPD RIJCOSX def2/J DEFGRID3
* xyz 0 1
C 2.116 1.330 -0.088
C 1.522 0.288 -0.174
C -1.401 -0.730 0.183
S 0.286 -1.281 -0.450
Cl -2.328 0.570 -0.604
H 2.674 2.203 -0.128
H -1.144 -0.646 1.231
H -1.724 -1.733 0.030
*
```

# 8
A 2-piece molecular cluster, Br5HSi2 overall in a non-equilibrium geometry. Source: OMol25; level of theory: ωB97M-V with the def2-TZVPD basis set.

Output
Gap between HOMO and LUMO (spin up / spin down), hartree: 0.236 / 0.235
Energy above the lowest of the compared OMol25 structures with the same formula, charge and spin, kJ/mol: 223.7
Molar mass, g mol⁻¹: 456.7
Calculated total energy, hartree: -13449.8033

Geometry as ORCA input:
```
! wB97M-V def2-TZVPD RIJCOSX def2/J DEFGRID3
* xyz 0 1
Si -0.680 -1.015 0.156
Si -2.757 -0.579 -2.497
Br -1.066 -3.203 0.577
Br -1.839 0.136 1.767
Br -4.826 -0.463 -1.692
Br -2.720 0.985 -4.091
Br -2.385 -2.617 -3.321
H 0.761 -1.073 0.005
*
```